{"formula": "C35H79N6O10PS7", "method": "ωB97M-V/def2-TZVPD", "de_lowest_kcal_mol": 23.69, "mol_weight_g_mol": 999.49, "homo_lumo_gap_ev": 8.34, "charge": 0, "homo_energy_ha": -0.3146, "species": ["C", "C", "O", "C", "C", "C", "C", "C", "C", "C", "N", "C", "C", "C", "N", "O", "O", "C", "C", "N", "C", "C", "C", "S", "C", "S", "N", "C", "C", "N", "C", "C", "C", "C", "C", "P", "N", "O", "O", "H", "H", "H", "H", "H", "H", "H", "H", "H", "H", "H", "H", "H", "H", "H", "H", "H", "H", "H", "H", "H", "H", "H", "H", "H", "H", "H", "H", "H", "H", "H", "H", "H", "H", "H", "H", "H", "H", "H", "H", "H", "H", "H", "H", "H", "H", "H", "H", "H", "C", "S", "O", "C", "H", "H", "H", "H", "H", "H", "C", "S", "O", "C", "H", "H", "H", "H", "H", "H", "C", "S", "O", "C", "H", "H", "H", "H", "H", "H", "C", "S", "O", "C", "H", "H", "H", "H", "H", "H", "C", "S", "O", "C", "H", "H", "H", "H", "H", "H"], "xyz": [[0.84475, -4.58568, -3.37631], [-0.05539, -5.31018, -4.36324], [-1.28964, -4.63572, -4.52599], [-2.20556, -4.95054, -3.49413], [-2.94321, -3.71400, -2.98307], [-3.47438, -4.02542, -1.59062], [-3.95234, -2.79346, -0.79170], [-2.74283, -1.94398, -0.39909], [-3.01383, -0.79083, 0.60683], [-3.18908, 0.52110, -0.24075], [-4.08180, 0.46857, -1.37621], [-4.32190, -0.95413, 1.37090], [-4.53390, 0.18540, 2.40250], [-5.72774, 1.09317, 2.15521], [-6.96795, 0.56464, 1.63839], [-5.62777, 2.29250, 2.43476], [-1.89287, -0.46597, 1.43020], [-1.68497, -1.18640, 2.61992], [-0.77690, -0.29610, 3.49655], [0.57485, -0.06132, 2.99026], [0.69668, 1.40250, 2.80513], [2.00110, 1.93070, 2.24172], [2.12204, 1.97314, 0.70756], [2.91810, 3.55591, 0.28558], [4.24085, 3.21787, -0.80606], [5.43903, 4.26137, -0.99428], [4.19993, 1.96878, -1.49219], [3.29958, 1.72332, -2.48270], [3.58243, 0.44681, -2.86436], [4.58754, -0.05410, -2.13547], [4.95842, 0.87038, -1.29462], [1.60621, -0.58515, 3.88119], [2.60384, -1.55554, 3.24093], [3.82842, -1.65229, 4.17927], [3.06354, -1.15899, 1.83958], [-0.87577, -2.83903, 2.41308], [-1.88272, -3.98460, 2.07300], [-0.13680, -3.24307, 3.76875], [0.28160, -2.76186, 1.32314], [1.79775, -5.10209, -3.30120], [0.94814, -3.54554, -3.66313], [0.39200, -4.62074, -2.38539], [0.44842, -5.29405, -5.32801], [-0.18967, -6.35870, -4.10271], [-2.93008, -5.71606, -3.78674], [-1.65941, -5.37385, -2.65218], [-3.78769, -3.56523, -3.65743], [-2.26053, -2.87218, -3.01590], [-4.23185, -4.80399, -1.60619], [-2.64506, -4.43230, -1.01013], [-4.65019, -2.27231, -1.43969], [-4.45688, -3.21463, 0.06875], [-2.32422, -1.51289, -1.30239], [-1.99581, -2.63586, -0.02430], [-2.20168, 0.79198, -0.60653], [-3.49696, 1.33857, 0.41168], [-4.97891, 0.05623, -1.18098], [-3.66349, 0.09083, -2.21050], [-5.18651, -0.99604, 0.72508], [-4.31821, -1.89189, 1.92547], [-4.73720, -0.28499, 3.36710], [-3.64984, 0.79557, 2.53662], [-6.91010, 0.53701, 0.62145], [-7.04202, -0.41386, 1.91745], [-2.55261, -1.35542, 3.25938], [-0.79817, -0.74385, 4.49136], [-1.33324, 0.63575, 3.56719], [-0.13602, 1.78177, 2.22490], [0.60599, 1.85444, 3.80284], [2.87741, 1.45743, 2.66842], [2.05011, 2.96476, 2.57670], [1.13773, 1.93361, 0.25079], [2.69658, 1.12321, 0.35298], [2.57023, 2.40935, -2.85093], [3.06017, -0.09039, -3.62921], [5.73416, 0.83250, -0.55734], [1.18105, -1.10631, 4.73436], [2.19770, 0.22603, 4.31492], [2.19547, -2.55899, 3.17262], [3.47183, -1.64894, 5.20580], [4.36596, -2.57237, 3.98173], [4.45128, -0.78221, 4.00061], [3.80891, -0.37058, 1.86608], [2.20842, -0.81199, 1.26283], [3.44644, -2.03581, 1.32671], [-2.83190, -3.64177, 1.98402], [-0.79371, -3.78776, 4.22943], [0.16871, -1.94963, 0.80044], [8.08501, 6.95207, 1.31373], [8.04182, 6.53670, -0.43415], [8.67850, 5.20432, -0.58291], [9.25002, 7.76581, -0.94720], [7.42096, 6.26694, 1.83675], [9.10139, 6.84107, 1.69211], [7.73601, 7.97552, 1.45190], [10.18872, 7.60191, -0.41760], [8.86328, 8.76323, -0.73753], [9.40854, 7.65393, -2.01763], [-4.52625, 5.73280, 1.81272], [-3.33629, 4.62714, 1.06031], [-1.98451, 5.01772, 1.54804], [-3.50315, 5.26989, -0.61014], [-4.55167, 5.52479, 2.88136], [-4.23252, 6.76878, 1.64725], [-5.50842, 5.54794, 1.38096], [-3.25799, 6.33204, -0.62137], [-4.52408, 5.11153, -0.95761], [-2.81118, 4.72586, -1.25000], [-9.01076, 8.06846, 3.50020], [-7.51853, 7.17373, 3.04963], [-7.25331, 7.46278, 1.61616], [-8.24788, 5.53209, 3.13480], [-8.78724, 9.13269, 3.46837], [-9.80462, 7.83826, 2.78962], [-9.30954, 7.78823, 4.51033], [-9.09341, 5.47121, 2.44935], [-8.57041, 5.33256, 4.15674], [-7.48858, 4.80653, 2.84594], [1.16211, -10.12329, -1.65772], [0.50533, -8.50579, -1.22764], [-0.24597, -8.01349, -2.41080], [2.08810, -7.65528, -1.21798], [0.32428, -10.80992, -1.75848], [1.70202, -10.06123, -2.60280], [1.82327, -10.46832, -0.86271], [2.56624, -7.75765, -2.19266], [2.72062, -8.07646, -0.43652], [1.90207, -6.60355, -1.00879], [5.84135, -0.27061, -5.43230], [5.95926, -1.78432, -6.39040], [6.23348, -2.88950, -5.43991], [7.51998, -1.37763, -7.18702], [4.94975, -0.31494, -4.82011], [6.71849, -0.17160, -4.79294], [5.76920, 0.57844, -6.11383], [8.28399, -1.20597, -6.42863], [7.39093, -0.48945, -7.80598], [7.80748, -2.21956, -7.81336]], "forces_ev_per_a": [[-0.5927, -0.5223, 0.3611], [0.6041, 0.2326, -0.4336], [-0.4243, -0.1325, -0.0992], [0.2842, 0.2105, 0.4822], [-0.4503, -1.1261, -0.3777], [0.6646, 0.6555, 0.5284], [0.5241, -1.0091, -0.7752], [-0.3686, 0.1239, 0.4194], [-0.8295, 0.8457, -1.9924], [0.3048, -0.1831, 0.1885], [0.0507, 0.4216, 0.0961], [0.5327, 0.1506, 1.5310], [-0.7119, -0.6881, -0.0380], [0.3834, 2.6463, 0.5026], [0.8284, -0.3384, 0.2893], [-0.4887, -2.2814, -0.7936], [-0.3462, -0.5320, 0.0123], [2.0620, 0.3352, 0.6737], [-0.6568, -0.4185, -0.2009], [-0.7528, 0.4170, 0.0458], [0.5557, -0.2364, 0.6628], [-0.1325, 0.5152, -0.4615], [-0.0192, -0.2667, 0.3358], [0.1713, -0.1072, -0.3125], [-0.2463, -0.4702, 0.5953], [0.4437, 0.3002, -0.1701], [-0.4977, 1.8993, 0.6710], [-0.0191, -0.8292, -0.2814], [-0.9540, 0.5474, -0.4528], [1.0540, -1.4617, 0.5095], [-0.1867, -0.0510, -0.5398], [0.6336, -0.2361, -0.2098], [0.9062, 0.0017, 0.0530], [-0.9746, -0.0046, -0.4533], [-0.6346, -0.2672, 0.1257], [-1.8271, -1.5199, -1.0363], [-0.2059, 0.4241, 0.3392], [0.3764, 0.5369, 0.1761], [0.1766, 0.7649, 0.3914], [0.2643, 0.1788, -0.1037], [0.2742, 0.1233, -0.0957], [-0.0003, 0.0970, 0.1857], [-0.1521, 0.0380, -0.2650], [-0.1435, -0.0383, 0.2145], [0.0443, -0.0574, -0.3234], [0.1337, -0.1517, 0.1078], [0.0148, 0.5746, -0.0886], [0.0148, 0.2040, 0.0697], [-0.2305, -0.0143, -0.1952], [0.0564, -0.2532, 0.1095], [-0.3285, 0.3821, 0.2457], [-0.2769, 0.2871, 0.3319], [0.1804, 0.1684, -0.1446], [0.0809, -0.0225, 0.2560], [0.1768, 0.0245, -0.0465], [-0.0001, 0.0294, 0.1458], [-0.0208, -0.1484, -0.1377], [-0.1363, -0.2445, 0.0252], [0.0806, -0.1404, -0.4963], [-0.0733, -0.2363, -0.1010], [-0.0208, 0.0397, 0.2105], [0.0136, 0.2295, -0.0393], [-0.2526, 0.3646, 0.0435], [-0.0216, 0.0780, -0.0837], [-0.4703, -0.1116, -0.4007], [0.2972, 0.0482, 0.1187], [0.0296, 0.2916, 0.1151], [-0.1639, -0.1072, -0.2679], [-0.1192, 0.1284, 0.0785], [0.0971, -0.1725, 0.1040], [-0.0269, 0.1375, 0.1969], [-0.1028, 0.0823, -0.1359], [0.1292, 0.1067, -0.2760], [-0.1026, 0.4403, 0.1209], [0.0140, -0.3661, -0.1819], [0.2008, -0.0456, 0.1206], [-0.2970, -0.0313, 0.0796], [-0.0610, 0.2815, -0.0221], [-0.4351, 0.0292, 0.0171], [0.2243, -0.0803, 0.2789], [0.3242, -0.0176, 0.0569], [0.3405, 0.0657, 0.2017], [0.2407, 0.0760, -0.0701], [-0.0088, 0.0597, -0.1042], [0.3231, 0.0223, -0.1136], [-0.0516, -0.2367, -0.0690], [0.2444, -0.1751, -0.0394], [0.2792, -0.0752, 0.0858], [0.0391, 0.0447, 0.1168], [-0.0972, 0.1041, -0.0408], [0.0741, -0.0208, 0.0411], [0.1174, 0.0684, 0.0208], [-0.0243, -0.0251, -0.0656], [0.0109, -0.0313, -0.0520], [-0.0239, -0.0073, -0.0192], [-0.0193, -0.0488, 0.0107], [-0.0289, -0.0114, -0.0092], [-0.0440, -0.0464, -0.0009], [-0.0342, 0.0559, 0.0554], [-0.0384, -0.2468, -0.0417], [0.0845, 0.0561, 0.0045], [-0.0126, 0.1163, -0.0730], [0.0550, -0.0826, -0.0180], [0.0181, -0.0110, -0.0454], [0.0133, 0.0218, -0.0366], [0.0102, -0.0029, 0.0523], [-0.0003, -0.0236, 0.0232], [0.0113, -0.0424, 0.0519], [-0.1137, 0.0346, 0.0148], [-0.0003, -0.0396, 0.1382], [-0.0735, -0.0060, -0.0811], [-0.0439, -0.0783, -0.0293], [0.0593, -0.0141, -0.0145], [0.0439, -0.0261, -0.0338], [0.0291, -0.0025, 0.0061], [0.0189, 0.0549, -0.0232], [0.0291, 0.0124, 0.0109], [0.0317, 0.0205, 0.0146], [0.0784, -0.0753, -0.0620], [0.0228, -0.0176, 0.1778], [-0.0134, 0.0062, -0.1004], [0.1024, 0.0323, -0.0332], [-0.0396, 0.0471, 0.0176], [-0.0238, 0.0527, -0.0030], [-0.0175, 0.0132, 0.0189], [-0.0499, -0.0175, -0.0140], [-0.0229, 0.0005, 0.0174], [-0.0599, -0.0157, 0.0110], [0.1778, 0.1555, -0.1064], [-0.0697, 0.0445, -0.0604], [0.0531, -0.0567, 0.0330], [0.1068, 0.0620, -0.0391], [-0.0240, -0.1237, 0.0248], [-0.0156, -0.0566, 0.0253], [-0.0006, -0.0218, -0.0207], [-0.0422, -0.0218, 0.0416], [-0.0197, -0.0101, -0.0048], [-0.0535, -0.0287, 0.0184]], "mulliken_charge": [-0.747, -0.295, -0.433, -0.558, -0.192, -1.263, -0.196, -1.648, 1.619, -1.789, -0.458, -1.513, -0.606, 0.144, -0.647, -0.471, -0.409, 0.812, -2.860, 1.811, -1.448, -1.329, 0.568, -0.180, 0.014, -0.171, 0.236, -0.183, -0.818, -0.597, -0.135, -2.180, 1.378, -1.689, -1.416, 1.084, -1.027, -0.581, -0.484, 0.386, 0.300, 0.026, 0.360, 0.247, 0.248, 0.301, 0.208, 0.346, 0.548, 0.447, 0.229, 0.449, 0.287, 0.271, 0.654, 0.288, 0.263, 0.337, 1.302, 0.376, 0.548, -0.054, 0.333, 0.353, 0.512, 0.530, 0.558, 0.705, 0.371, 0.302, 0.846, 0.203, -0.386, 0.539, 0.591, 0.485, 0.393, 0.607, 0.220, 0.422, 0.427, 0.373, 0.364, -0.066, 0.567, 0.351, 0.316, 0.337, -0.880, 0.571, -0.602, -0.958, 0.277, 0.304, 0.351, 0.293, 0.345, 0.314, -1.199, 0.827, -0.734, -1.132, 0.431, 0.442, 0.222, 0.411, 0.338, 0.348, -1.008, 0.578, -0.608, -0.616, 0.341, 0.300, 0.367, 0.309, 0.373, 0.017, -1.017, 0.468, -0.573, -0.836, 0.323, 0.317, 0.383, 0.302, 0.409, 0.198, -0.414, 0.478, -0.610, -0.931, -0.193, 0.330, 0.418, 0.301, 0.333, 0.329]}